[1]
A 5-piece molecular cluster, C21H40Br2ClF3N2O4P overall, computed with ωB97M-V with the def2-TZVPD basis set.

XYZ file:
```
74
Properties=species:S:1:pos:R:3
N 4.1605 -3.9028 0.8194
P 4.1006 -3.1716 -0.5357
C 4.9393 -1.5152 -0.7778
Cl 6.4299 -1.4956 0.2158
C 5.3402 -1.3806 -2.2391
N 6.0506 -0.0876 -2.4938
C 5.3578 1.1569 -1.9956
C 4.7258 0.9861 -0.6198
C 3.9919 -0.3443 -0.4317
C 3.3807 -0.4681 0.9689
C 2.4877 0.6864 1.4351
C 1.2753 1.0594 0.5903
F 1.6698 1.4901 -0.6532
Br 0.3975 2.5574 1.4616
C 0.2315 -0.0909 0.4193
F 0.3324 -0.9142 1.4697
F -1.0198 0.3525 0.3757
Br 0.5026 -1.1260 -1.2058
H 4.6807 -3.4727 1.5725
H 4.6096 -3.8949 -1.6350
H 2.8231 -2.8187 -1.0098
H 6.0109 -2.1827 -2.5501
H 4.4536 -1.3954 -2.8794
H 6.1433 -0.0147 -3.5167
H 6.9976 -0.1414 -2.1126
H 4.6412 1.4570 -2.7616
H 6.1287 1.9277 -1.9444
H 4.0177 1.8065 -0.4961
H 5.4888 1.0993 0.1559
H 3.1962 -0.4042 -1.1864
H 2.8518 -1.4203 1.0786
H 4.2096 -0.5066 1.6863
H 2.1022 0.4417 2.4264
H 3.0755 1.6000 1.5509
C 7.5323 -0.9039 -6.8344
C 6.1575 -0.3682 -6.5545
O 5.6600 -0.4245 -5.4415
C 5.4106 0.2336 -7.7076
H 7.9733 -1.3207 -5.9319
H 7.4770 -1.6779 -7.6014
H 8.1697 -0.1079 -7.2229
H 5.2954 -0.5063 -8.5014
H 5.9809 1.0673 -8.1211
H 4.4324 0.5804 -7.3858
C -5.1311 -2.1761 2.5159
C -5.2290 -0.7049 2.2026
O -6.0633 0.0060 2.7145
C -4.2208 -0.1410 1.2309
H -5.9022 -2.4545 3.2297
H -5.2485 -2.7616 1.6021
H -4.1475 -2.4054 2.9302
H -4.2951 -0.6500 0.2680
H -3.2114 -0.2964 1.6157
H -4.3998 0.9231 1.0964
C -4.7066 2.5372 6.7587
C -3.6240 2.6733 5.7167
O -2.4818 2.9401 6.0118
C -4.0384 2.4527 4.2827
H -4.2918 2.7138 7.7478
H -5.5067 3.2530 6.5621
H -5.1439 1.5380 6.7142
H -4.8173 3.1614 3.9967
H -4.4481 1.4502 4.1516
H -3.1734 2.5818 3.6347
C -8.8584 -0.2911 0.8435
C -10.1029 0.5021 0.5256
O -10.3332 0.9050 -0.5900
C -11.0409 0.7694 1.6783
H -8.2706 -0.4161 -0.0637
H -8.2605 0.2248 1.5959
H -9.1285 -1.2705 1.2433
H -10.5190 1.3176 2.4647
H -11.3848 -0.1733 2.1078
H -11.8946 1.3468 1.3326
```

* total charge: +1
* DFT total energy: -203638.2297 eV

***

[2]
A 6-piece molecular cluster, C37H88BrNO23P5 overall, computed with ωB97M-V with the def2-TZVPD basis set.

XYZ file:
```
155
Properties=species:S:1:pos:R:3
C 6.4297 -4.3154 -0.1315
C 7.3810 -3.2977 0.7718
C 6.4722 -2.2548 1.7124
Br 7.6814 -1.5291 3.1269
C 5.8265 -1.1450 0.6964
C 7.0225 -0.0029 0.4468
N 6.5087 0.8815 -0.7094
C 5.5316 1.8600 -0.0401
C 4.1834 1.0688 0.4460
C 3.1186 2.0124 1.3078
C 2.3656 3.0345 0.2583
C 1.2401 2.2919 -0.7059
C -0.3239 2.6447 -0.2655
O -1.3080 2.4114 -1.3353
C -1.7068 0.9787 -1.3006
O -2.9532 0.5372 -1.0511
C 4.5013 -0.3641 1.2487
C 3.1018 -1.2085 1.2000
C 3.2385 -2.7997 0.8493
C 1.6793 -3.3504 0.5999
C 0.9516 -3.4113 2.0984
C -0.5421 -2.6873 2.1093
C -0.5023 -1.0787 2.4226
C -0.2552 -0.7160 4.0307
C 0.6364 0.6771 4.1475
O 0.3249 1.4877 5.3350
C 1.1367 2.7494 5.3317
H 7.0432 -5.1844 -0.6500
H 5.9392 -3.7053 -1.0308
H 5.5746 -4.8310 0.5210
H 8.0959 -3.9791 1.4196
H 8.0013 -2.6533 -0.0106
H 5.6829 -2.9393 2.2495
H 5.5977 -1.6159 -0.3727
H 8.0617 -0.4810 0.1907
H 7.1122 0.7501 1.3682
H 7.3203 1.4385 -1.0751
H 6.0167 0.3153 -1.4351
H 5.1901 2.5918 -0.9189
H 6.0321 2.5442 0.7661
H 3.5912 0.7797 -0.5499
H 2.3618 1.3707 1.9578
H 3.7339 2.6557 2.0948
H 3.2204 3.4284 -0.4757
H 1.8816 3.9783 0.7718
H 1.4172 2.7489 -1.7945
H 1.4198 1.1392 -0.8095
H -0.3212 3.7727 0.1173
H -0.6249 1.9623 0.6531
H -0.8350 0.1914 -1.4968
H 4.7280 -0.0253 2.3702
H 2.3545 -0.7482 0.3919
H 2.5595 -1.0195 2.2456
H 3.9250 -3.0598 -0.0624
H 3.5752 -3.3344 1.8617
H 1.7694 -4.4712 0.2458
H 1.0693 -2.6717 -0.1381
H 1.5794 -2.8421 2.9299
H 0.8941 -4.5398 2.4794
H -1.1881 -3.1813 2.9819
H -1.1378 -2.8893 1.1187
H 0.3005 -0.5668 1.7306
H -1.5698 -0.6509 2.1038
H 0.2384 -1.6404 4.5540
H -1.3178 -0.4687 4.4888
H 1.8007 0.4914 4.1159
H 0.3768 1.3187 3.1928
H 2.2879 2.5249 5.1179
H 0.9795 3.3728 6.3275
H 0.8053 3.4853 4.4540
C -5.4013 -1.2433 -1.5346
O -5.7945 -2.5323 -1.0836
P -4.9911 -3.9139 -1.7458
O -3.6338 -3.2060 -1.6753
O -5.6896 -3.6220 -3.2121
C -7.1016 -3.6895 -3.2822
O -4.1877 -5.2956 -2.4079
C -5.0135 -6.4225 -2.6164
H -6.2194 -0.5471 -1.3321
H -4.5206 -0.9101 -0.9791
H -5.1957 -1.2340 -2.6079
H -7.5020 -2.6762 -3.3768
H -7.5266 -4.1656 -2.3936
H -7.3871 -4.2656 -4.1670
H -5.6286 -6.2766 -3.5075
H -5.6520 -6.5907 -1.7452
H -4.3795 -7.2993 -2.7690
C 3.2138 -6.4362 -4.5600
O 4.4297 -7.0762 -4.9223
P 5.9185 -6.2656 -4.5767
O 5.3999 -5.8163 -3.2064
O 5.5594 -5.1168 -5.7057
C 5.4361 -5.5448 -7.0491
O 7.4073 -5.4550 -4.2312
C 8.4152 -5.6175 -5.2073
H 2.4098 -6.8651 -5.1639
H 2.9937 -6.6297 -3.5068
H 3.2505 -5.3598 -4.7458
H 4.3797 -5.5308 -7.3315
H 5.8351 -6.5539 -7.1886
H 5.9830 -4.8522 -7.6952
H 8.2024 -4.9874 -6.0742
H 8.4806 -6.6647 -5.5138
H 9.3723 -5.3105 -4.7786
C -5.5537 3.6067 -7.5904
O -5.0481 2.8717 -6.4842
P -4.9720 1.1479 -6.6101
O -4.4745 1.2374 -8.0568
O -6.6204 1.0705 -6.5978
C -7.2822 1.5335 -5.4356
O -4.8959 -0.5758 -6.7359
C -5.1900 -1.2743 -5.5439
H -5.8866 4.5827 -7.2274
H -4.7583 3.7653 -8.3234
H -6.4028 3.1028 -8.0586
H -7.7621 2.4909 -5.6569
H -6.5873 1.6611 -4.6002
H -8.0522 0.8102 -5.1521
H -6.2679 -1.2736 -5.3654
H -4.6710 -0.8157 -4.6982
H -4.8540 -2.3086 -5.6507
C -2.0328 5.7525 -0.2909
O -2.4534 7.1097 -0.2623
P -1.3796 8.2876 0.4102
O -0.1734 7.6334 -0.2722
O -1.5894 7.6289 1.9087
C -2.8949 7.6628 2.4544
O -0.3058 9.4655 1.0828
C -0.9347 10.4955 1.8168
H -2.9219 5.1219 -0.3738
H -1.4046 5.5786 -1.1686
H -1.4946 5.4751 0.6189
H -3.3177 6.6546 2.4286
H -3.5463 8.3433 1.8981
H -2.8373 7.9947 3.4950
H -1.2399 10.1239 2.7979
H -1.8049 10.8716 1.2726
H -0.2221 11.3117 1.9584
C -6.4921 1.1565 8.6614
O -5.2762 0.5164 8.2991
P -3.7874 1.3271 8.6446
O -4.3060 1.7763 10.0150
O -4.1465 2.4759 7.5157
C -4.2698 2.0479 6.1722
O -2.2987 2.1377 8.9902
C -1.2907 1.9752 8.0140
H -7.2961 0.7275 8.0575
H -6.7122 0.9630 9.7146
H -6.4554 2.2328 8.4756
H -5.3263 2.0618 5.8899
H -3.8708 1.0388 6.0328
H -3.7229 2.7405 5.5261
H -1.5035 2.6052 7.1471
H -1.2253 0.9279 7.7076
H -0.3336 2.2821 8.4428
```

* total charge: +1
* DFT total energy: -204831.9365 eV

***

[3]
One molecule with the formula C4H7NO, computed with ωB97M-V with the def2-TZVPD basis set.

XYZ file:
```
13
Properties=species:S:1:pos:R:3
C -0.9858 0.4631 -0.9819
C 0.1304 -0.0953 -0.1594
C 0.0552 -1.5163 0.2964
O 0.8369 1.2508 1.6405
C 1.1189 0.7572 0.3945
N 2.0505 0.8265 -0.4129
H -1.9510 0.2861 -0.4758
H -0.8798 1.5392 -1.1413
H -1.0366 -0.0531 -1.9430
H 0.6863 -1.6849 1.1751
H 0.3695 -2.1686 -0.5186
H -0.9822 -1.7834 0.5572
H 0.5876 2.1788 1.5692
```

* energy relative to the best compared isomer or geometry (same formula, charge and spin): 366.6 kJ/mol
* total charge: 0

***

[4]
A 3-piece molecular cluster, C4H11N3O overall, computed with ωB97M-V with the def2-TZVPD basis set.

XYZ file:
```
19
Properties=species:S:1:pos:R:3
C -0.1337 0.3818 -0.3997
C 0.7428 -0.1996 -1.4760
C -1.5766 0.0058 -0.3811
N 0.6038 -0.7774 1.3739
C 0.3347 1.3465 0.4712
N -0.1339 -1.9713 1.3781
O -0.3809 2.3175 -1.1136
N 0.8041 1.9809 1.3830
H 0.4240 2.7192 -1.4727
H 1.5102 -1.0038 0.9634
H 0.4132 -2.8207 1.2943
H -0.7303 -2.0080 2.1954
H 1.0644 1.3869 2.1791
H 1.7816 0.1133 -1.3752
H 0.3697 0.1235 -2.4476
H 0.6887 -1.2898 -1.4304
H -1.6455 -1.0336 -0.0330
H -1.9790 0.0846 -1.3899
H -2.1573 0.6439 0.2810
```

* energy relative to the best compared isomer or geometry (same formula, charge and spin): 651.2 kJ/mol
* total charge: 0

***

[5]
C41H44BrFInN8O4S as an isolated structure, computed with ωB97M-V with the def2-TZVPD basis set.

XYZ file:
```
101
Properties=species:S:1:pos:R:3
C -0.4433 3.3484 1.0463
C 0.8339 2.6909 1.4961
O 1.8981 3.2955 1.5429
O 0.7212 1.4091 1.9293
C 0.8290 0.3702 0.9139
C 1.8826 0.7078 -0.1400
In 1.1272 1.6869 -1.9660
S 1.7110 0.3493 -3.9762
Br -1.4616 1.7449 -1.8492
C 2.1221 3.6887 -2.1962
O 3.1702 3.7601 -2.8037
N 1.6663 4.9941 -1.5786
C 0.5549 5.5453 -2.1567
O -0.1781 5.1022 -3.0091
F 0.3423 6.8049 -1.6642
H -0.4739 3.4095 -0.0408
H -1.3255 2.8414 1.4241
H -0.4221 4.3660 1.4414
H 1.1185 -0.5325 1.4549
H -0.1528 0.1723 0.4787
H 2.6973 1.2685 0.3176
H 2.3076 -0.2355 -0.4929
H 0.8822 -0.6830 -3.7917
H 1.6264 4.9350 -0.5661
N 0.7908 -1.0282 5.5409
C 1.7479 -1.4847 6.3491
C 3.0067 -0.9153 6.4443
C 3.2931 0.1887 5.6544
C 2.3103 0.6783 4.8115
C 1.0801 0.0385 4.7952
H 1.4876 -2.3542 6.9442
H 3.7446 -1.3301 7.1178
H 4.2677 0.6582 5.6952
H 2.4842 1.5313 4.1700
H 0.2896 0.3911 4.1430
N 0.9802 -3.3937 2.0051
C 1.5928 -3.2505 3.1784
C 2.7282 -3.9629 3.5382
C 3.2558 -4.8663 2.6285
C 2.6238 -5.0303 1.4066
C 1.4902 -4.2741 1.1449
H 1.1406 -2.5249 3.8412
H 3.1915 -3.8022 4.5032
H 4.1479 -5.4325 2.8646
H 3.0051 -5.7211 0.6684
H 0.9694 -4.3735 0.2008
N -5.5074 4.5437 -3.0013
C -6.1437 5.7048 -2.8523
C -5.5102 6.9367 -2.8669
C -4.1349 6.9670 -3.0451
C -3.4555 5.7711 -3.2027
C -4.1855 4.5909 -3.1742
H -7.2188 5.6397 -2.7130
H -6.0814 7.8468 -2.7406
H -3.6006 7.9087 -3.0597
H -2.3833 5.7397 -3.3390
H -3.6822 3.6386 -3.2961
N -3.5400 0.8651 7.2440
C -2.4995 0.1640 6.7950
C -2.4603 -0.4529 5.5538
C -3.5676 -0.3355 4.7286
C -4.6595 0.3908 5.1781
C -4.5940 0.9681 6.4371
H -1.6507 0.0937 7.4668
H -1.5824 -1.0055 5.2504
H -3.5768 -0.7988 3.7503
H -5.5435 0.5105 4.5666
H -5.4275 1.5463 6.8221
N -8.8974 1.2917 -3.3140
C -7.9104 2.1690 -3.4960
C -7.1378 2.2316 -4.6461
C -7.4004 1.3263 -5.6611
C -8.4202 0.4030 -5.4870
C -9.1358 0.4303 -4.3006
H -7.7218 2.8554 -2.6796
H -6.3542 2.9676 -4.7292
H -6.8173 1.3382 -6.5733
H -8.6569 -0.3240 -6.2523
H -9.9425 -0.2746 -4.1269
N 1.9347 -4.2816 -3.5162
C 2.8266 -3.3100 -3.6948
C 3.5281 -3.1237 -4.8769
C 3.2948 -3.9950 -5.9264
C 2.3707 -5.0143 -5.7539
C 1.7203 -5.1121 -4.5347
H 2.9788 -2.6402 -2.8550
H 4.2313 -2.3078 -4.9667
H 3.8207 -3.8802 -6.8656
H 2.1551 -5.7172 -6.5472
H 0.9867 -5.8923 -4.3609
N 5.7478 -4.9834 0.2942
C 6.8445 -5.4946 0.8474
C 8.1043 -4.9301 0.7174
C 8.2309 -3.7697 -0.0302
C 7.0977 -3.2257 -0.6118
C 5.8838 -3.8693 -0.4195
H 6.7035 -6.4025 1.4251
H 8.9614 -5.3886 1.1916
H 9.1964 -3.2967 -0.1557
H 7.1479 -2.3211 -1.2017
H 4.9720 -3.4735 -0.8539
```

* total charge: -1
* DFT total energy: -152113.4065 eV